Entry 1:
{
  "formula": "C8H14N3O3",
  "method": "the ωB97M-V functional and the def2-TZVPD basis",
  "elements": ["C", "C", "C", "O", "C", "N", "C", "C", "C", "C", "N", "O", "O", "N", "H", "H", "H", "H", "H", "H", "H", "H", "H", "H", "H", "H", "H", "H"],
  "positions_angstrom": [[-2.75355, -1.13432, 0.65425], [-1.25298, -0.89815, 0.34392], [-0.23399, -1.12067, 1.47159], [-0.91904, -1.73036, -0.71241], [-1.02644, 0.55646, -0.15629], [0.30777, 0.96721, -0.39007], [1.03745, 2.00815, 0.06662], [2.33550, 1.77692, -0.44687], [2.40427, 0.72649, -1.32908], [3.96486, 0.43488, -1.82728], [4.42826, 1.37313, -2.61085], [5.55349, 1.36742, -3.08921], [3.63340, 2.48572, -2.83824], [1.03092, 0.21069, -1.19631], [-3.21903, -0.96535, -0.35152], [-3.12594, -0.47738, 1.34809], [-3.01274, -2.16592, 0.94715], [-0.36243, -2.09778, 1.69451], [0.81371, -0.91735, 1.14368], [-0.47712, -0.32610, 2.11892], [-0.52222, -2.59630, -0.48592], [-1.66401, 1.32032, 0.40102], [-1.58374, 0.69031, -1.18200], [0.61116, 2.93200, 0.66954], [3.08265, 2.38430, -0.09913], [4.41548, -0.52261, -1.69166], [3.94677, 2.89807, -3.72665], [0.41029, -0.47507, -1.65808]],
  "forces_ev_per_a": [[1.17, -1.11, -2.67], [0.86, 0.45, 0.97], [0.23, 2.85, -2.55], [0.77, -1.23, -2.23], [-4.78, 1.08, -2.08], [1.28, 1.98, 0.86], [-0.41, 0.26, 0.22], [-2.28, 0.49, 0.41], [-0.39, -0.23, 1.81], [-5.30, 0.51, -0.01], [1.20, -0.59, -0.17], [-0.26, 0.26, -0.20], [0.18, 0.75, -1.66], [2.70, -0.68, -1.93], [-0.04, -0.10, 0.98], [-0.98, 1.65, 1.71], [0.55, 0.38, -0.07], [-0.13, -2.90, 1.96], [-0.79, -0.40, -0.01], [-0.16, 0.14, 2.02], [-0.47, 0.82, 0.28], [1.58, -0.92, -0.03], [1.00, -0.66, 1.49], [0.92, -2.58, -1.19], [2.07, 1.24, 0.19], [0.51, -0.02, -0.05], [-0.17, -1.18, 2.00], [1.17, -0.24, -0.04]],
  "nbo_charge": [-0.62, 0.27, -0.62, -0.76, -0.29, -0.11, 0.04, -0.29, 0.18, -0.09, 0.39, -0.39, -0.54, -0.31, 0.23, 0.22, 0.24, 0.22, 0.21, 0.22, 0.50, 0.27, 0.24, 0.28, 0.25, 0.26, 0.52, 0.47],
  "total_charge": 1,
  "e_homo_ev": -12.8,
  "spin_multiplicity": 1,
  "max_force_ev_per_a": 5.3,
  "gap_ev": 9.022,
  "relative_energy_kcal_mol": 164.7
}



Entry 2:
{
  "formula": "C8H14N4S2",
  "method": "the ωB97M-V functional and the def2-TZVPD basis",
  "elements": ["C", "C", "C", "C", "C", "C", "C", "C", "N", "N", "N", "N", "S", "S", "H", "H", "H", "H", "H", "H", "H", "H", "H", "H", "H", "H", "H", "H"],
  "positions_angstrom": [[0.01651, -1.68814, 1.12369], [1.07022, 0.85519, 1.18167], [-0.22032, -0.37133, -1.07613], [-0.90911, 0.66074, -0.27846], [-1.37815, -1.04903, -1.89001], [0.50054, 0.37926, -2.11442], [-2.15516, 1.29383, -0.71054], [2.44473, -0.05889, 2.85742], [0.64100, -1.24851, -0.19805], [-0.24963, 1.13086, 0.78862], [0.38924, -1.06739, 2.17918], [1.32492, -0.11923, 1.94192], [-0.93091, -3.08015, 1.05248], [2.10881, 2.17016, 0.97916], [-1.56380, -0.69932, -2.93421], [-2.38512, -1.06489, -1.39562], [-1.13812, -2.19241, -1.93770], [-0.25828, 0.90996, -2.77099], [1.16092, -0.22904, -2.64614], [1.01843, 1.17378, -1.58855], [-2.79091, 0.71620, -1.36379], [-2.09036, 2.22739, -1.27851], [-2.65483, 1.74244, 0.22497], [2.03547, -0.74715, 3.68450], [3.25810, -0.44863, 2.36030], [2.61853, 0.95271, 3.24854], [0.83340, -2.09342, -0.78248], [-0.69613, 1.94503, 1.34314]],
  "forces_ev_per_a": [[-0.03, -1.65, -2.97], [1.94, 3.57, -0.50], [-2.53, -1.94, 0.39], [2.28, 1.35, 2.25], [-0.87, -4.02, 0.16], [-0.40, 3.27, -0.05], [-1.46, 2.19, 1.65], [-2.59, -0.88, 2.55], [-0.92, 0.07, -1.06], [-4.17, 0.53, -1.40], [-0.17, -0.56, 1.15], [-0.15, 0.04, 1.61], [-0.19, 0.37, 0.13], [-0.19, 0.01, -0.51], [0.56, -0.01, 0.91], [1.14, -0.18, -0.20], [-0.34, 1.99, -0.12], [1.16, -0.78, 0.47], [0.97, -0.90, -1.04], [0.89, 0.19, -0.37], [-0.21, -0.33, 0.65], [1.11, 0.02, -0.13], [0.16, -1.17, -1.27], [1.24, 0.91, -1.04], [2.14, -0.81, -0.66], [-0.10, -0.31, -0.40], [-0.35, 0.77, 1.04], [1.08, -1.72, -1.24]],
  "nbo_charge": [0.21, 0.27, 0.01, 0.56, -0.66, -0.59, -0.73, -0.41, -0.70, -0.52, -0.41, -0.19, -0.31, -0.26, 0.22, 0.22, 0.26, 0.21, 0.24, 0.23, 0.28, 0.28, 0.25, 0.24, 0.22, 0.23, 0.41, 0.45],
  "e_homo_ev": -7.3,
  "spin_multiplicity": 1,
  "max_force_ev_per_a": 4.4,
  "gap_ev": 6.227,
  "relative_energy_kcal_mol": 86.2
}



Entry 3:
{
  "formula": "C8H14N6",
  "method": "the ωB97M-V functional and the def2-TZVPD basis",
  "elements": ["H", "N", "C", "N", "C", "C", "N", "N", "C", "C", "N", "C", "C", "C", "N", "H", "H", "H", "H", "H", "H", "H", "H", "H", "H", "H", "H", "H"],
  "positions_angstrom": [[-0.32326, 2.79412, -0.33542], [-0.32617, 1.71844, -0.51760], [-1.14163, 1.23913, -1.34937], [-1.84337, 1.86608, -2.31907], [-1.13982, -0.30463, -1.49260], [-0.50012, -1.17433, -0.41508], [-0.63055, -2.52993, -0.59965], [-1.01935, -0.65998, 0.86266], [-0.18692, 0.01300, 1.58465], [-0.44008, 0.68153, 2.84378], [1.06228, -0.01737, 0.97072], [2.35754, 0.26433, 1.23531], [3.13403, -0.25989, 0.19997], [2.27412, -0.95993, -0.64993], [1.00828, -0.73041, -0.18958], [-2.56560, 1.36719, -2.91221], [-1.67088, 2.84519, -2.64075], [-0.86459, -0.66168, -2.58454], [-2.29725, -0.51210, -1.26660], [-0.76255, -2.89652, -1.56520], [-0.00082, -3.11251, 0.07132], [-1.97999, -0.68631, 1.05993], [-0.43878, 1.73424, 2.63942], [0.27571, 0.56378, 3.66111], [-1.36272, 0.42505, 3.23580], [2.77210, 0.90901, 2.02796], [4.14350, -0.35156, 0.06132], [2.46689, -1.56393, -1.61634]],
  "forces_ev_per_a": [[-0.25, -2.41, -1.06], [0.44, 2.98, 2.06], [1.14, -0.56, -1.81], [-1.67, 0.27, -1.67], [-3.18, -0.76, -1.29], [1.31, 1.09, -1.43], [1.28, -1.55, 1.02], [1.95, -0.16, 0.57], [1.20, -0.24, -0.44], [1.25, 0.61, 0.16], [0.43, -0.90, -0.35], [1.78, 0.77, -0.28], [-2.79, -0.68, 0.58], [-2.05, -0.11, -1.10], [-0.11, -0.66, 0.24], [1.47, 0.76, 1.21], [-0.11, -1.32, 0.94], [-0.60, 0.76, 2.29], [2.14, -0.12, -1.15], [0.24, 0.45, 1.26], [-1.77, 1.07, -1.92], [-1.58, -0.26, 0.37], [-0.09, 0.87, -0.23], [0.39, -0.42, -0.47], [-2.00, -0.54, 0.61], [-0.86, -0.56, -0.18], [2.44, 0.46, 0.15], [-0.39, 1.15, 1.91]],
  "nbo_charge": [0.39, -0.82, 0.46, -0.81, -0.50, 0.46, -0.82, -0.48, 0.69, -0.72, -0.17, 0.08, -0.26, 0.11, -0.14, 0.42, 0.44, 0.29, 0.26, 0.44, 0.43, 0.46, 0.31, 0.31, 0.28, 0.29, 0.28, 0.30],
  "total_charge": 2,
  "e_homo_ev": -16.3,
  "spin_multiplicity": 1,
  "max_force_ev_per_a": 3.6,
  "gap_ev": 7.592,
  "relative_energy_kcal_mol": 3.8
}



Entry 4:
{
  "formula": "C8H14NO",
  "method": "the ωB97M-V functional and the def2-TZVPD basis",
  "elements": ["C", "C", "C", "C", "C", "C", "C", "O", "H", "H", "H", "H", "H", "H", "H", "H", "C", "N", "H", "H", "H", "H", "H", "H"],
  "positions_angstrom": [[2.16768, -2.63888, 1.69879], [-0.35110, -0.30326, -0.84331], [0.95696, -0.60460, -1.25246], [-0.85833, -0.77757, 0.38694], [1.77241, -1.33335, -0.43352], [-0.04643, -1.52122, 1.19949], [1.29650, -1.82416, 0.82634], [-1.17415, 0.41261, -1.61766], [-0.79580, 0.54762, -2.48274], [1.33290, -0.21504, -2.19215], [-1.88241, -0.60316, 0.69012], [2.78388, -1.57150, -0.73312], [-0.42433, -1.90580, 2.13763], [2.75446, -3.32388, 1.08115], [1.55567, -3.23936, 2.37157], [2.88416, -2.05026, 2.28307], [-0.83784, 3.70513, 0.27898], [-2.00593, 2.90309, -0.21555], [-2.31483, 2.21313, 0.47230], [-2.81439, 3.50723, -0.40567], [-1.80360, 2.36301, -1.06635], [-1.10855, 4.16388, 1.22183], [-0.62970, 4.48566, -0.44704], [0.04060, 3.07442, 0.36894]],
  "forces_ev_per_a": [[-0.43, -0.53, -0.31], [-0.56, -0.05, -0.21], [0.95, -0.10, 0.00], [0.14, -0.36, 0.75], [-0.29, 0.06, -0.13], [-0.25, 0.23, -0.19], [0.24, 0.16, -0.02], [-0.04, -0.24, 1.02], [0.32, 0.07, -0.91], [-0.04, -0.09, -0.05], [-0.06, 0.10, -0.21], [0.04, 0.05, -0.04], [-0.02, -0.01, 0.00], [0.15, 0.08, 0.02], [0.14, 0.12, 0.19], [-0.09, 0.16, -0.05], [0.11, 0.30, -0.28], [-0.35, -0.11, -0.07], [0.00, 0.12, 0.11], [0.13, -0.04, 0.00], [0.01, 0.25, 0.16], [0.02, -0.07, 0.14], [-0.05, 0.01, -0.05], [-0.11, -0.14, 0.13]],
  "nbo_charge": [-0.69, 0.44, -0.26, -0.24, -0.12, -0.15, 0.23, -0.62, 0.52, 0.26, 0.26, 0.26, 0.26, 0.28, 0.26, 0.30, -0.42, -0.67, 0.44, 0.46, 0.45, 0.26, 0.25, 0.23],
  "total_charge": 2,
  "e_homo_ev": [-17.3, -18.1],
  "spin_multiplicity": 2,
  "max_force_ev_per_a": 1.1,
  "gap_ev": [10.353, 7.277],
  "relative_energy_kcal_mol": 0.0
}



Question: Which formula does entry 2 have?
Answer: C8H14N4S2



Please write out number 1 again, unchanged.
{
  "formula": "C8H14N3O3",
  "method": "the ωB97M-V functional and the def2-TZVPD basis",
  "elements": ["C", "C", "C", "O", "C", "N", "C", "C", "C", "C", "N", "O", "O", "N", "H", "H", "H", "H", "H", "H", "H", "H", "H", "H", "H", "H", "H", "H"],
  "positions_angstrom": [[-2.75355, -1.13432, 0.65425], [-1.25298, -0.89815, 0.34392], [-0.23399, -1.12067, 1.47159], [-0.91904, -1.73036, -0.71241], [-1.02644, 0.55646, -0.15629], [0.30777, 0.96721, -0.39007], [1.03745, 2.00815, 0.06662], [2.33550, 1.77692, -0.44687], [2.40427, 0.72649, -1.32908], [3.96486, 0.43488, -1.82728], [4.42826, 1.37313, -2.61085], [5.55349, 1.36742, -3.08921], [3.63340, 2.48572, -2.83824], [1.03092, 0.21069, -1.19631], [-3.21903, -0.96535, -0.35152], [-3.12594, -0.47738, 1.34809], [-3.01274, -2.16592, 0.94715], [-0.36243, -2.09778, 1.69451], [0.81371, -0.91735, 1.14368], [-0.47712, -0.32610, 2.11892], [-0.52222, -2.59630, -0.48592], [-1.66401, 1.32032, 0.40102], [-1.58374, 0.69031, -1.18200], [0.61116, 2.93200, 0.66954], [3.08265, 2.38430, -0.09913], [4.41548, -0.52261, -1.69166], [3.94677, 2.89807, -3.72665], [0.41029, -0.47507, -1.65808]],
  "forces_ev_per_a": [[1.17, -1.11, -2.67], [0.86, 0.45, 0.97], [0.23, 2.85, -2.55], [0.77, -1.23, -2.23], [-4.78, 1.08, -2.08], [1.28, 1.98, 0.86], [-0.41, 0.26, 0.22], [-2.28, 0.49, 0.41], [-0.39, -0.23, 1.81], [-5.30, 0.51, -0.01], [1.20, -0.59, -0.17], [-0.26, 0.26, -0.20], [0.18, 0.75, -1.66], [2.70, -0.68, -1.93], [-0.04, -0.10, 0.98], [-0.98, 1.65, 1.71], [0.55, 0.38, -0.07], [-0.13, -2.90, 1.96], [-0.79, -0.40, -0.01], [-0.16, 0.14, 2.02], [-0.47, 0.82, 0.28], [1.58, -0.92, -0.03], [1.00, -0.66, 1.49], [0.92, -2.58, -1.19], [2.07, 1.24, 0.19], [0.51, -0.02, -0.05], [-0.17, -1.18, 2.00], [1.17, -0.24, -0.04]],
  "nbo_charge": [-0.62, 0.27, -0.62, -0.76, -0.29, -0.11, 0.04, -0.29, 0.18, -0.09, 0.39, -0.39, -0.54, -0.31, 0.23, 0.22, 0.24, 0.22, 0.21, 0.22, 0.50, 0.27, 0.24, 0.28, 0.25, 0.26, 0.52, 0.47],
  "total_charge": 1,
  "e_homo_ev": -12.8,
  "spin_multiplicity": 1,
  "max_force_ev_per_a": 5.3,
  "gap_ev": 9.022,
  "relative_energy_kcal_mol": 164.7
}



Question: What is the formula in the third record?
Answer: C8H14N6